No. 1
{
  "formula": "C37H37Cl4F5O2",
  "method": "ωB97M-V/def2-TZVPD",
  "e_tot_ha": -3922.55911,
  "mol_weight_g_mol": 750.50,
  "elements": ["C", "Cl", "Cl", "Cl", "Cl", "C", "C", "O", "C", "H", "H", "H", "H", "H", "H", "C", "C", "O", "C", "H", "H", "H", "H", "H", "H", "F", "C", "C", "C", "C", "C", "C", "H", "H", "H", "H", "H", "F", "C", "C", "C", "C", "C", "C", "H", "H", "H", "H", "H", "F", "C", "C", "C", "C", "C", "C", "H", "H", "H", "H", "H", "F", "C", "C", "C", "C", "C", "C", "H", "H", "H", "H", "H", "F", "C", "C", "C", "C", "C", "C", "H", "H", "H", "H", "H"],
  "coordinates": [[-24.4510, -22.3210, -6.1190], [-24.9954, -20.7828, -6.8137], [-25.3664, -22.8541, -4.7742], [-24.3924, -23.5844, -7.3668], [-22.7656, -22.1629, -5.6396], [-15.9410, -20.1405, -7.2051], [-17.2033, -19.9650, -8.0565], [-17.7940, -18.8857, -8.1983], [-17.6859, -21.1513, -8.9426], [-15.0946, -20.2254, -7.8866], [-15.7668, -20.9918, -6.5470], [-15.8057, -19.2963, -6.5290], [-18.2489, -21.8413, -8.3141], [-16.8696, -21.6524, -9.4629], [-18.4314, -20.7342, -9.6196], [-24.1421, -20.6196, -13.3906], [-25.3109, -20.6675, -14.3250], [-25.7500, -21.7558, -14.6029], [-25.8918, -19.3959, -14.8495], [-24.0221, -19.6735, -12.8627], [-23.2433, -20.7212, -13.9989], [-24.2336, -21.4662, -12.7101], [-25.2091, -18.7584, -15.4113], [-26.1770, -18.7017, -14.0590], [-26.7347, -19.6053, -15.5082], [-26.0875, -18.6482, 5.2350], [-25.3202, -19.4938, 4.4949], [-24.2770, -20.1828, 5.1110], [-23.4911, -21.0615, 4.3976], [-23.6598, -21.1461, 3.0098], [-24.7266, -20.4862, 2.3999], [-25.5648, -19.6719, 3.1362], [-24.0094, -19.9944, 6.1402], [-22.6680, -21.5591, 4.8889], [-23.0064, -21.6343, 2.3019], [-24.7967, -20.5844, 1.3267], [-26.3010, -19.1153, 2.5753], [-21.1158, -12.7218, -12.3533], [-22.1955, -13.3225, -11.7460], [-23.4469, -13.1507, -12.2583], [-24.5564, -13.7527, -11.6600], [-24.4103, -14.5426, -10.5143], [-23.0946, -14.5792, -9.9497], [-21.9970, -14.0050, -10.5580], [-23.5141, -12.4814, -13.1033], [-25.5015, -13.5815, -12.1539], [-25.2734, -14.9840, -10.0382], [-22.9634, -15.1607, -9.0490], [-21.0465, -14.0721, -10.0496], [-34.4260, -28.3799, -4.9572], [-33.4765, -28.4342, -3.9836], [-32.4459, -27.5229, -3.9158], [-31.5058, -27.5938, -2.9008], [-31.6507, -28.5860, -1.9119], [-32.6286, -29.5634, -1.9386], [-33.5500, -29.4499, -2.9954], [-32.2959, -26.8158, -4.7183], [-30.7069, -26.8678, -2.9324], [-30.8791, -28.6716, -1.1611], [-32.7114, -30.3745, -1.2303], [-34.3743, -30.1468, -3.0326], [-21.4828, -28.4839, -16.6156], [-22.2808, -28.7183, -15.5011], [-22.4908, -30.0156, -14.9701], [-23.2082, -30.2304, -13.8598], [-23.5840, -29.0819, -13.1298], [-23.4550, -27.8554, -13.6167], [-22.8305, -27.6233, -14.8309], [-22.1940, -30.9026, -15.5102], [-23.4345, -31.2094, -13.4638], [-24.0453, -29.0974, -12.1534], [-23.8603, -27.0004, -13.0961], [-22.7062, -26.6405, -15.2610], [-29.8478, -23.0348, -9.1761], [-30.4628, -21.8485, -9.3297], [-31.0656, -21.5529, -10.5326], [-31.6322, -20.2702, -10.7355], [-31.5485, -19.3382, -9.7075], [-31.1600, -19.7135, -8.4365], [-30.5347, -20.9812, -8.2494], [-30.9424, -22.1309, -11.4366], [-32.0264, -19.9031, -11.6715], [-32.0226, -18.3791, -9.8552], [-31.2081, -18.9909, -7.6353], [-30.1459, -21.3220, -7.3012]]
}

---

No. 2
{
  "formula": "H3INOP",
  "method": "ωB97M-V/def2-TZVPD",
  "e_tot_ha": -770.86340,
  "mol_weight_g_mol": 190.91,
  "elements": ["N", "O", "P", "I", "H", "H", "H"],
  "coordinates": [[-0.2018, 0.9193, -0.5173], [0.7918, -1.2959, -0.7382], [-0.6449, -0.7245, -0.3241], [-0.9094, -0.9405, 2.0895], [-0.9859, 1.5079, -0.4808], [0.5763, 1.0794, 0.3799], [1.3740, -0.5457, -0.4090]]
}

---

> Number 2 is which compound?

H3INOP